w | Density functional theory data (ωB97M-V with the def2-TZVPD basis set) for the molecule C2H3NP2.

CARTESIAN COORDINATES (ANGSTROEM)
C 0.684 -2.140 1.009
C -0.464 -0.261 -0.009
N 0.023 -1.276 0.605
P 0.627 0.863 -0.871
P -0.743 2.338 -1.022
H 1.250 -2.462 1.827
H -1.593 -0.056 0.017
H 0.217 2.993 -1.555

## Properties
- Orbital gap: 6.957 eV
- LUMO: -0.60 eV
- HOMO level: -7.560 eV

These are the Mulliken partial charges, in e, on atoms 1 to 4: -0.181, -0.229, 0.011, -0.009

=====

x | Density functional theory data (ωB97M-V with the def2-TZVPD basis set) for the molecule C2H3NP2.

CARTESIAN COORDINATES (ANGSTROEM)
C 1.518 -0.594 0.150
C 0.717 0.453 -0.360
N 1.959 -1.575 0.599
P -1.935 0.253 0.932
P -0.994 -0.196 -0.806
H 0.654 1.273 0.254
H 1.291 0.816 -1.338
H -3.209 -0.429 0.569

## Properties
- Orbital gap: 8.545 eV
- LUMO: -1.27 eV
- HOMO level: -9.819 eV

These are the Mulliken partial charges, in e, on atoms 1 to 4: 0.271, -0.646, -0.374, -0.061

=====

y | Density functional theory data (ωB97M-V with the def2-TZVPD basis set) for the molecule C2H3NP2.

CARTESIAN COORDINATES (ANGSTROEM)
C 0.354 1.396 0.247
C 1.060 -1.067 0.176
N 1.528 1.650 0.020
P 2.597 -0.264 0.099
P -0.425 -0.163 0.581
H -0.213 2.301 0.451
H 0.826 -2.063 0.256
H -1.241 -0.319 -0.536

## Properties
- Orbital gap: 8.322 eV
- LUMO: -0.44 eV
- SMILES string: C1=[PH]=CP=N1
- HOMO level: -8.762 eV

These are the Mulliken partial charges, in e, on atoms 1 to 4: -0.016, -0.354, -0.522, 0.108

=====

Of them, x has the highest stability.

=====

w | Density functional theory data (ωB97M-V with the def2-TZVPD basis set) for a cluster of 2 separate species, C2H2ClI in total.

CARTESIAN COORDINATES (ANGSTROEM)
C -0.293 -0.598 0.168
C 0.631 0.173 -0.308
Cl -1.975 -0.396 0.076
I 2.649 -0.077 0.026
H 0.180 -1.459 0.776
H 0.217 1.376 -1.429

## Properties
- Orbital gap: 9.206 eV
- LUMO: -0.08 eV
- HOMO level: -9.291 eV

These are the Mulliken partial charges, in e, on atoms 1 to 4: -0.062, -0.436, -0.147, 0.141

=====

x | Density functional theory data (ωB97M-V with the def2-TZVPD basis set) for a cluster of 2 separate species, C2H2ClI in total.

CARTESIAN COORDINATES (ANGSTROEM)
C -1.669 -0.700 -0.180
C -2.009 0.391 -0.481
Cl -1.196 -2.233 0.065
I 3.840 0.799 -0.008
H 3.365 0.359 1.426
H -2.331 1.384 -0.823

## Properties
- Orbital gap: 10.741 eV
- LUMO: 0.65 eV
- SMILES string: C#CCl.I
- HOMO level: -10.092 eV

These are the Mulliken partial charges, in e, on atoms 1 to 4: 0.178, -0.322, -0.160, -0.092

=====

Of them, x has the highest stability.

=====

w | Density functional theory data (ωB97M-V with the def2-TZVPD basis set) for a structure of composition H14LiO7.

CARTESIAN COORDINATES (ANGSTROEM)
Li -0.498 0.639 -0.336
O -1.398 1.952 1.108
H -2.105 1.817 1.726
H -0.961 2.818 1.504
O 1.777 -0.604 2.429
H 1.458 -0.297 3.281
H 1.074 -0.220 1.970
O 1.666 0.522 0.059
H 2.381 0.839 0.496
H 1.990 0.218 -0.834
O 1.286 -2.654 -1.127
H 0.723 -1.880 -0.940
H 0.587 -3.386 -1.372
O -0.954 -0.867 1.196
H -1.185 -0.690 2.145
H -1.037 -1.801 1.035
O -0.634 -1.019 -1.713
H -1.388 -1.407 -1.754
H -0.320 -0.844 -2.651
O -0.728 1.964 -1.893
H -0.713 2.107 -2.846
H -1.019 2.793 -1.485

## Properties
- Orbital gap: 10.437 eV
- LUMO: -3.47 eV
- HOMO level: -13.911 eV
- Charge: +1

These are the Mulliken partial charges, in e, on atoms 1 to 4: 0.904, -0.591, 0.279, 0.330

=====

x | Density functional theory data (ωB97M-V with the def2-TZVPD basis set) for a structure of composition H14LiO7.

CARTESIAN COORDINATES (ANGSTROEM)
Li -0.052 0.312 0.243
O -0.121 2.563 0.877
H -0.997 2.683 0.516
H -0.210 2.917 1.757
O 0.150 0.882 -1.664
H -0.137 1.654 -2.111
H 0.369 0.079 -2.221
O -0.252 -1.741 -0.414
H -0.095 -2.218 0.469
H -0.806 -2.337 -0.951
O 1.819 0.209 1.111
H 2.587 -0.323 1.282
H 2.189 1.068 1.129
O -1.036 -0.375 1.880
H -1.556 -0.166 2.649
H -0.797 -1.304 1.976
O 2.236 -1.541 -1.414
H 1.350 -1.631 -1.147
H 2.214 -1.884 -2.276
O -2.211 0.717 -0.432
H -2.259 0.497 -1.366
H -2.385 -0.061 0.104

## Properties
- Orbital gap: 10.941 eV
- LUMO: -3.66 eV
- HOMO level: -14.600 eV
- Charge: +1

These are the Mulliken partial charges, in e, on atoms 1 to 4: 0.895, -0.583, 0.318, 0.290

=====

Of them, x has the highest stability.

=====

w | Density functional theory data (ωB97M-V with the def2-TZVPD basis set) for a structure of composition H14LiO7.

CARTESIAN COORDINATES (ANGSTROEM)
Li -0.031 -0.035 0.067
O -1.042 0.606 1.976
H -1.600 1.501 2.077
H -0.316 1.026 2.384
O -0.374 1.906 -1.087
H 0.166 2.075 -1.880
H -0.562 2.784 -0.871
O 0.071 -3.346 -0.819
H -0.485 -3.129 -1.668
H 0.339 -2.557 -0.458
O 0.704 -0.132 -1.675
H 1.563 0.396 -1.736
H 0.249 -0.109 -2.426
O -1.800 -0.617 -0.797
H -2.105 -0.158 -1.630
H -2.692 -0.978 -0.341
O 1.659 1.236 1.031
H 1.933 2.077 0.913
H 2.217 1.163 1.819
O 0.575 -1.129 1.390
H 1.483 -1.162 1.710
H 0.047 -1.418 2.018

## Properties
- Orbital gap: 10.254 eV
- LUMO: -3.50 eV
- HOMO level: -13.749 eV
- Charge: +1

These are the Mulliken partial charges, in e, on atoms 1 to 4: 0.841, -0.570, 0.286, 0.307

=====

x | Density functional theory data (ωB97M-V with the def2-TZVPD basis set) for a structure of composition H14LiO7.

CARTESIAN COORDINATES (ANGSTROEM)
Li 17.591 10.658 -3.610
O 18.406 8.665 -6.540
H 17.800 9.392 -6.610
H 18.474 8.666 -5.580
O 18.353 8.561 -3.908
H 17.517 8.103 -3.902
H 18.789 8.183 -3.137
O 15.876 10.109 -2.510
H 16.180 9.744 -1.689
H 15.238 10.784 -2.294
O 16.269 10.387 -5.633
H 15.669 10.866 -6.254
H 15.772 9.867 -5.046
O 17.329 12.667 -2.779
H 16.408 12.640 -3.167
H 17.049 12.555 -1.857
O 19.088 11.297 -4.917
H 19.420 12.100 -4.503
H 18.777 11.589 -5.768
O 18.795 10.296 -1.659
H 19.024 11.173 -1.294
H 19.476 9.759 -1.312

## Properties
- Orbital gap: 9.454 eV
- LUMO: -3.86 eV
- HOMO level: -13.318 eV
- Charge: +1

These are the Mulliken partial charges, in e, on atoms 1 to 4: 0.903, -0.641, 0.296, 0.415

=====

Of them, x has the highest stability.

=====

w | Density functional theory data (ωB97M-V with the def2-TZVPD basis set) for the molecule C5H5F.

CARTESIAN COORDINATES (ANGSTROEM)
C -1.153 -0.104 -0.481
C -0.616 1.218 0.167
C -0.261 -0.186 0.662
C 1.076 -0.695 0.276
C 2.211 -0.904 -0.221
H -2.190 -0.478 -0.114
H 0.199 1.664 -0.402
H -1.411 1.905 0.502
H -0.595 -0.632 1.597
H 3.186 -1.095 -0.477
F -0.446 -0.694 -1.509

## Properties
- Orbital gap: 10.673 eV
- LUMO: 1.08 eV
- SMILES string: C#C[C@H]1C[C@H]1F
- HOMO level: -9.597 eV

These are the Mulliken partial charges, in e, on atoms 1 to 4: 0.117, -0.743, -0.302, -0.586

=====

x | Density functional theory data (ωB97M-V with the def2-TZVPD basis set) for the molecule C5H5F.

CARTESIAN COORDINATES (ANGSTROEM)
C 0.192 0.432 1.710
C -0.127 0.178 0.106
C -1.195 -0.702 -0.197
C 0.665 0.409 -0.974
C 1.284 0.045 -2.184
H -0.912 0.750 2.315
H 0.699 1.472 1.513
H 0.873 -0.257 2.115
H -2.000 -1.223 0.330
H 1.809 0.125 -3.193
F -1.288 -1.230 -1.540

## Properties
- Orbital gap: 8.562 eV
- LUMO: 0.01 eV
- SMILES string: C#C/C(C)=C\F
- HOMO level: -8.555 eV

These are the Mulliken partial charges, in e, on atoms 1 to 4: -0.835, 0.217, -0.114, -0.118

=====

Of them, w has the highest stability.

=====

w | Density functional theory data (ωB97M-V with the def2-TZVPD basis set) for a cluster of 2 separate species, C4H2Cl2OS in total.

CARTESIAN COORDINATES (ANGSTROEM)
C 0.080 -1.214 -1.122
C -0.955 -0.860 -0.188
C 2.206 1.480 0.492
C -1.327 0.425 -0.140
O 1.959 0.829 -0.415
S 2.514 2.151 1.850
Cl -0.064 -2.811 -1.586
Cl -1.703 -2.037 0.943
H -0.711 1.176 -0.523
H -1.999 0.861 0.689

## Properties
- Orbital gap (alpha / beta): 7.673 / 7.674 eV
- LUMO (alpha / beta): -1.38 / -1.38 eV
- HOMO level (alpha / beta): -9.056 / -9.057 eV

These are the Mulliken partial charges, in e, on atoms 1 to 4: -0.190, 0.387, 0.652, -0.527

=====

x | Density functional theory data (ωB97M-V with the def2-TZVPD basis set) for the molecule C4H2Cl2OS.

CARTESIAN COORDINATES (ANGSTROEM)
C 0.877 0.195 -0.005
C -0.832 -1.174 -0.003
C -1.341 0.071 -0.001
C -0.236 0.975 0.002
H 3.000 -0.633 0.001
H -1.261 -2.154 0.019
O 0.525 -1.109 -0.004
S 2.570 0.642 -0.003
Cl -3.008 0.502 -0.004
Cl -0.293 2.685 -0.002

## Properties
- Orbital gap: 9.112 eV
- LUMO: 0.61 eV
- SMILES string: Sc1occ(Cl)c1Cl
- HOMO level: -8.497 eV

These are the Mulliken partial charges, in e, on atoms 1 to 4: 0.345, -0.430, 0.298, 0.131

=====

Of them, x has the highest stability.